The following is a DFT calculation (ωB97M-V with the def2-TZVPD basis set) of a structure of composition C45H39MoN5O3STe.

Computed properties:
<S²> = 3.797
Energy above the lowest of the compared OMol25 structures with the same formula, charge and spin = 35.2 kJ/mol
HOMO (alpha / beta) = -9.5640 / -10.4548 eV
2S+1 = 4
Net charge = +1
Molecular weight = 953.4 u
Total energy = -2971.92056 a.u.

XYZ file:
```
95
Properties=species:S:1:pos:R:3:forces:R:3
Mo 0.1800 2.0058 -0.8679 0.59 -0.25 0.09
O -3.5568 6.0479 -0.6451 -0.01 0.02 0.03
C -3.6677 5.5464 -1.8841 0.01 0.00 -0.03
C -4.7323 6.0067 -2.6614 0.02 -0.01 0.01
C -4.9114 5.5363 -3.9434 -0.03 0.04 0.01
C -4.0401 4.5944 -4.4918 0.03 -0.04 -0.02
C -2.9913 4.1308 -3.7334 0.01 -0.01 0.03
C -2.7858 4.5906 -2.4237 -0.01 0.04 0.07
C -1.6823 4.0362 -1.6466 -0.22 0.11 0.01
O -0.9839 3.0643 -2.1563 0.13 -0.28 0.08
N -1.4117 4.4824 -0.4373 -0.14 0.05 -0.13
N -0.3913 3.7468 0.0782 0.05 -0.11 0.18
C 0.1399 4.0693 1.2245 -0.08 0.03 -0.08
C 1.3696 3.3903 1.5092 0.17 0.03 0.05
C 2.1773 3.6587 2.6141 -0.01 -0.10 -0.16
C 3.4131 3.0485 2.6947 -0.05 0.05 0.02
C 3.8209 2.2037 1.6680 0.00 -0.05 -0.07
C 2.9663 1.9688 0.6087 0.01 -0.08 0.08
N 1.7559 2.5287 0.5328 -0.19 0.05 0.07
H -2.7686 5.6668 -0.2113 0.01 -0.01 -0.01
H -5.4000 6.7398 -2.2304 0.00 0.00 0.01
H -5.7401 5.9096 -4.5311 0.00 0.00 0.00
H -4.1863 4.2359 -5.5008 0.00 0.00 0.00
H -2.2998 3.4012 -4.1320 0.00 0.00 0.00
H -0.2597 4.8715 1.8308 -0.02 0.01 -0.02
H 1.8351 4.3469 3.3737 -0.02 0.01 0.00
H 4.0612 3.2421 3.5384 0.01 -0.01 0.00
H 4.7889 1.7241 1.6847 -0.01 0.00 0.00
H 3.2378 1.3147 -0.2070 0.01 -0.06 -0.04
S 2.7728 1.7233 -4.6490 -0.03 0.04 0.13
C 3.4716 2.9489 -3.6834 0.00 0.00 0.00
C 2.8336 3.0971 -2.4859 0.14 0.05 -0.02
C 1.7432 2.1999 -2.3149 -0.09 -0.13 -0.14
C 1.6036 1.4011 -3.4281 0.17 0.12 0.06
C 0.5430 0.4244 -3.5105 -0.17 -0.12 -0.02
C 0.2852 -0.4100 -4.5948 -0.07 0.06 0.08
C -0.7663 -1.3036 -4.5151 0.02 -0.01 0.00
C -1.5250 -1.3702 -3.3540 0.00 0.01 0.05
C -1.2060 -0.5241 -2.3109 -0.09 0.02 -0.09
N -0.2116 0.3630 -2.3910 0.09 0.13 0.01
H 4.3189 3.5030 -4.0551 0.00 0.01 0.00
H 3.1362 3.8376 -1.7577 0.01 0.01 -0.01
H 0.8931 -0.3430 -5.4865 0.03 0.01 0.00
H -0.9878 -1.9517 -5.3529 -0.02 -0.01 0.00
H -2.3424 -2.0676 -3.2475 0.00 -0.01 0.00
H -1.7581 -0.5388 -1.3807 -0.01 -0.03 0.00
C 2.8925 -6.4194 5.5362 0.03 -0.05 0.05
C 2.5999 -5.2789 4.6067 -0.02 0.06 -0.02
C 3.1597 -5.2245 3.3365 0.00 0.05 0.00
C 2.8807 -4.1878 2.4558 -0.09 -0.05 0.03
C 3.4889 -4.2355 1.0847 0.09 -0.05 -0.14
C 2.0079 -3.1721 2.8747 -0.09 -0.04 0.01
Te 1.5782 -1.6051 1.5164 0.15 0.10 -0.01
N -0.1687 0.5833 0.3495 -0.27 0.50 -0.38
C -1.0427 0.0450 1.1552 0.21 -0.46 0.28
O -0.7698 -0.9111 1.9658 -0.02 0.14 -0.18
C -2.4781 0.4882 1.1552 -0.10 0.02 -0.04
C -3.3653 -0.0692 2.0725 -0.01 0.03 0.01
C -4.6969 0.3141 2.0715 0.00 -0.04 0.06
C -5.1596 1.2449 1.1533 -0.05 0.04 -0.03
C -4.2872 1.7963 0.2254 0.01 0.02 0.01
C -2.9568 1.4136 0.2348 0.07 0.00 0.04
C 0.6617 -2.8723 0.1101 -0.05 0.02 0.00
C -0.3370 -3.7185 0.5788 -0.01 -0.04 0.03
C -0.9084 -4.6519 -0.2711 0.01 0.01 0.07
C -0.4673 -4.7393 -1.5828 -0.01 -0.03 -0.06
C 0.5189 -3.8833 -2.0441 -0.05 0.02 -0.01
C 1.0969 -2.9257 -1.2142 -0.09 -0.04 -0.01
C 2.1488 -2.0113 -1.7629 0.11 0.12 -0.01
C 1.4381 -3.1894 4.1514 0.12 -0.08 0.00
C 0.5167 -2.1315 4.6841 -0.08 0.10 0.15
C 1.7518 -4.2528 4.9945 -0.01 0.03 -0.06
H 3.6874 -7.0545 5.1494 0.00 0.00 0.00
H 2.0049 -7.0385 5.6750 -0.01 0.00 0.00
H 3.1928 -6.0552 6.5190 0.00 0.00 0.00
H 3.8352 -6.0111 3.0197 0.00 0.00 -0.01
H 4.4021 -4.8293 1.0954 -0.02 -0.01 -0.01
H 3.7480 -3.2456 0.7030 0.01 0.01 0.03
H 2.7986 -4.6919 0.3700 0.02 0.02 0.01
H -3.0001 -0.7992 2.7805 0.01 0.00 0.00
H -5.3786 -0.1177 2.7924 0.00 0.00 0.00
H -6.2009 1.5387 1.1590 0.00 0.01 -0.01
H -4.6371 2.5216 -0.4983 0.00 0.00 0.00
H -2.2794 1.8401 -0.4976 -0.17 -0.04 -0.01
H -0.6657 -3.6508 1.6080 -0.01 0.00 0.00
H -1.6833 -5.3127 0.0936 0.00 0.01 0.00
H -0.8968 -5.4744 -2.2513 0.00 0.00 0.00
H 0.8480 -3.9466 -3.0743 0.01 -0.01 -0.01
H 2.1023 -1.9773 -2.8505 0.02 -0.04 -0.01
H 3.1528 -2.3393 -1.4837 0.02 0.02 0.03
H 2.0053 -0.9919 -1.4030 0.06 0.09 0.04
H 0.2759 -1.3506 3.9689 -0.01 0.01 -0.06
H 0.9568 -1.6623 5.5661 0.00 -0.01 0.00
H -0.4264 -2.5828 4.9978 0.00 0.03 0.00
H 1.3143 -4.2733 5.9868 -0.01 0.01 0.01
```
Forces are in eV/Å.

=====

The following is a DFT calculation (ωB97M-V with the def2-TZVPD basis set) of a structure of composition C2H6P2S at a distorted geometry.

Computed properties:
Energy above the lowest of the compared OMol25 structures with the same formula, charge and spin = 264.6 kJ/mol
HOMO (alpha / beta) = -8.1518 / -8.1276 eV
Molecular weight = 124.1 u
Total energy = -1160.55343 a.u.

XYZ file:
```
11
Properties=species:S:1:pos:R:3:forces:R:3
C -0.3927 -0.5212 -2.0364 0.94 1.45 3.56
C -0.3331 0.4366 2.3673 2.86 -1.66 -2.04
P 1.0133 0.5731 -1.2690 -0.14 -1.18 0.12
P 2.5932 -0.6414 -1.2776 -0.12 0.30 0.05
S 0.4453 1.6417 1.1989 -0.21 -0.02 0.03
H -0.9243 -1.0406 -1.2604 -0.03 -0.30 0.59
H -1.0223 0.2213 -2.3466 -1.87 1.66 -1.38
H -0.1069 -1.1808 -2.7488 1.15 -1.73 -2.27
H 0.4465 0.2155 3.2098 -2.04 0.31 -1.39
H -0.3873 -0.4484 1.5985 -0.01 1.03 1.97
H -1.3318 0.7443 2.5642 -0.53 0.16 0.77
```
Forces are in eV/Å.

=====

The following is a DFT calculation (ωB97M-V with the def2-TZVPD basis set) of a cluster of 2 separate species, C6H10O in total.

Computed properties:
Energy above the lowest of the compared OMol25 structures with the same formula, charge and spin = 239.2 kJ/mol
HOMO = -8.5686 eV
Structure (SMILES) = C=CC=C.CC=O
Molecular weight = 98.1 u
Total energy = -309.75126 a.u.

XYZ file:
```
17
Properties=species:S:1:pos:R:3:forces:R:3
C -2.4608 0.1782 -0.0678 -0.10 0.04 -0.06
C -1.0828 0.7517 0.1079 -0.19 0.54 -0.20
C 0.1704 -1.5503 0.4861 0.42 -0.33 0.17
C 1.3258 -1.1929 -0.0988 -0.12 -0.18 -0.09
C 2.1302 0.0414 -0.1409 0.00 0.14 0.01
C 1.9741 1.2241 0.4624 0.23 -0.25 0.16
O -0.4495 1.2755 -0.7749 -0.55 0.01 0.20
H -2.6797 -0.6874 0.5651 0.19 0.16 -0.06
H -2.6955 -0.0339 -1.1132 0.13 0.05 0.14
H -3.0958 1.0033 0.2749 -0.23 -0.14 -0.05
H -0.7569 0.8223 1.1699 0.07 0.08 -0.20
H -0.4505 -2.2719 -0.0430 0.36 -0.38 0.45
H -0.2136 -1.2272 1.4493 0.06 0.45 -0.31
H 1.6172 -1.8601 -0.9051 -0.16 0.18 -0.26
H 2.7685 0.0497 -1.0228 -0.12 0.03 0.04
H 1.4815 1.3801 1.4190 -0.32 -0.14 -0.29
H 2.3359 2.1231 -0.0351 0.34 -0.26 0.36
```
Forces are in eV/Å.

=====

The following is a DFT calculation (ωB97M-V with the def2-TZVPD basis set) of a cluster of 2 separate species, C7H16O6S2 in total at a distorted geometry.

Computed properties:
Energy above the lowest of the compared OMol25 structures with the same formula, charge and spin = 613.9 kJ/mol
HOMO = -8.6457 eV
Molecular weight = 260.3 u
Total energy = -1523.76690 a.u.

XYZ file:
```
31
Properties=species:S:1:pos:R:3:forces:R:3
C 0.6822 -3.2864 0.2938 0.12 3.10 -1.02
C 2.3557 1.9588 -0.4420 -1.92 -0.63 -1.08
C 0.9984 0.2812 -1.6622 0.36 -4.50 1.51
C -2.0298 0.6951 -1.6707 -1.56 1.48 0.26
C -1.7532 -0.5735 1.8410 -0.59 2.05 -2.49
C -2.6568 0.1540 0.8036 0.44 1.16 2.28
C 1.6315 0.5895 -0.2925 1.47 0.91 0.11
O -2.7299 2.6798 0.1463 -0.30 0.02 -0.61
O 1.1598 -1.5873 2.2598 1.46 0.35 3.68
O 3.3814 -0.4434 1.1577 -1.28 1.21 0.45
O -1.1521 -1.6346 1.1878 2.50 -2.32 -1.32
O 2.6138 -0.4751 -0.0575 0.05 -0.92 -0.82
O 0.7696 0.6097 0.7391 -0.35 -2.24 0.09
S -1.8245 1.5192 -0.0571 0.24 0.67 0.35
S 0.4594 -1.7486 1.0812 -1.92 -0.73 -3.13
H 0.0857 -3.1143 -0.6485 0.49 -0.89 0.72
H 1.7967 -3.4083 0.0973 -1.41 0.10 0.35
H 2.8149 2.1830 0.4816 0.87 0.41 0.80
H 1.4724 2.6665 -0.5886 1.57 -0.49 -0.18
H 3.0547 1.8275 -1.3126 -0.66 0.69 0.93
H 1.6352 -0.2742 -2.3888 0.04 0.87 0.54
H 0.2245 -0.5195 -1.3921 0.83 1.27 -0.72
H 0.5737 1.1358 -2.0689 -0.81 1.38 -0.73
H -1.6142 1.3210 -2.4966 -0.06 -0.90 0.73
H -3.1408 0.6511 -1.7650 0.77 -0.36 -0.30
H -1.5638 -0.2474 -1.3960 -0.19 -0.10 -1.01
H -0.9977 0.0527 2.2436 0.52 0.98 0.40
H -2.3188 -0.9661 2.5992 -1.48 -1.02 1.94
H -3.1536 -0.4310 0.0833 -0.34 -1.40 -0.57
H -3.4624 0.6571 1.3597 0.34 0.13 -0.12
H 2.6882 -0.2721 1.8641 0.82 -0.28 -1.03
```
Forces are in eV/Å.